Molecular formula: C5H10O
Method: DFT, the ωB97M-V functional and the def2-TZVPD basis

```
16
Properties=species:S:1:pos:R:3
O -1.769 0.122 0.876
C -1.086 0.222 -0.367
C -0.231 -1.023 -0.650
C 0.856 -0.894 0.414
C 1.232 0.598 0.361
C -0.025 1.316 -0.198
H -2.058 -0.796 1.011
H -1.797 0.443 -1.178
H -0.799 -1.961 -0.617
H 0.198 -0.924 -1.656
H 1.702 -1.573 0.271
H 0.406 -1.119 1.394
H 1.524 0.976 1.346
H 2.089 0.746 -0.306
H -0.406 2.085 0.477
H 0.187 1.792 -1.162
```

- Kohn-Sham gap: 0.4114 Ha
- SMILES string: OC1CCCC1
- Relative energy (zero: lowest compared OMol25 entry of this formula, charge and spin): 3.8 kcal per mole
- Spin multiplicity: 1
- E_LUMO: 1.0 eV
- Electronic energy: -271.746603 Eh